Record 1
{
  "formula": "C3H3NO3",
  "method": "the ωB97M-V functional and the def2-TZVPD basis",
  "lumo_ev": -0.2813,
  "total_energy_ev": -10790.1614,
  "smiles": "[H]/N=C(/C=O)OC=O",
  "orbital_gap_ev": 9.841,
  "de_lowest_ev": 2.5391,
  "species": ["N", "C", "O", "C", "O", "C", "O", "H", "H", "H"],
  "coordinates": [[-1.0446, 0.8773, -1.2920], [-0.3471, 0.3884, -0.3703], [1.0376, 0.2528, -0.4606], [1.7763, -0.4920, 0.4007], [1.3690, -1.0562, 1.3732], [-1.3178, -0.1241, 0.6939], [-2.4347, -0.2070, 0.2530], [-0.6628, 0.9105, -2.2186], [2.8195, -0.4913, 0.0481], [-1.0958, -0.3795, 1.7320]]
}


Record 2
{
  "formula": "C6H9N",
  "method": "the ωB97M-V functional and the def2-TZVPD basis",
  "lumo_ev": [0.4939, 0.4933],
  "total_energy_ev": -7851.4484,
  "smiles": "C1C2=N[C@H]12.C=CC",
  "orbital_gap_ev": [8.926, 8.925],
  "de_lowest_ev": 6.7112,
  "species": ["C", "C", "C", "C", "C", "C", "N", "H", "H", "H", "H", "H", "H", "H", "H", "H"],
  "coordinates": [[2.0379, -0.0454, 0.7949], [2.1882, -0.5828, -0.5952], [1.3744, 0.7001, -0.5901], [-0.7362, -0.9714, 0.4636], [-1.4088, 1.3609, 0.0201], [-0.8637, -0.0009, -0.4879], [1.6349, 1.3192, 0.4873], [3.1498, -0.4244, -1.2548], [1.7467, -1.4358, -0.9686], [1.3674, -0.4587, 1.5364], [-0.3966, -1.9292, 0.2761], [-1.0260, -0.8685, 1.4139], [-2.3721, 1.2284, 0.3655], [-1.6079, 2.1541, -0.6302], [-0.8610, 1.8698, 0.8805], [-0.7338, -0.2508, -1.4740]]
}


Record 3
{
  "formula": "C47H62ClN2O6P2SSiTeY",
  "method": "the ωB97M-V functional and the def2-TZVPD basis",
  "lumo_ev": 3.7044,
  "charge": -2,
  "total_energy_ev": -123165.6451,
  "orbital_gap_ev": 4.519,
  "species": ["Y", "C", "C", "C", "P", "C", "C", "C", "C", "C", "C", "C", "C", "C", "C", "N", "C", "C", "C", "C", "C", "C", "C", "C", "C", "H", "H", "H", "H", "H", "H", "H", "H", "H", "H", "H", "H", "H", "H", "H", "H", "H", "H", "H", "H", "H", "H", "H", "H", "H", "H", "H", "H", "H", "H", "H", "O", "H", "H", "O", "H", "H", "O", "C", "C", "C", "O", "P", "O", "Te", "O", "C", "C", "H", "H", "H", "H", "H", "H", "H", "H", "H", "H", "S", "C", "N", "C", "C", "C", "C", "C", "C", "Si", "C", "C", "C", "C", "C", "C", "C", "C", "C", "C", "C", "C", "H", "H", "H", "H", "H", "H", "H", "H", "H", "H", "H", "H", "H", "H", "H", "Cl", "C", "H", "H"],
  "coordinates": [[12.9832, 15.9896, 14.9880], [8.1174, 12.5960, 17.6323], [9.5103, 12.5611, 18.3384], [9.3278, 11.7885, 19.6771], [10.9794, 12.0385, 17.2364], [12.0325, 10.8980, 18.2877], [13.5800, 11.1296, 18.3260], [11.8041, 9.3558, 18.1053], [10.0763, 11.0273, 15.9389], [9.2289, 10.0635, 16.4427], [8.5723, 9.1460, 15.5835], [7.8628, 7.9635, 16.1690], [8.7513, 9.3053, 14.1616], [9.5623, 10.2930, 13.6605], [10.2590, 11.1723, 14.5291], [11.0207, 12.2554, 14.0531], [11.2425, 12.4061, 12.6474], [12.1282, 11.4952, 11.9862], [12.7197, 10.2692, 12.6914], [12.3374, 11.6751, 10.6196], [11.7596, 12.7086, 9.8815], [12.0504, 12.8507, 8.4157], [10.8379, 13.5479, 10.5216], [10.5732, 13.4311, 11.8985], [9.5800, 14.3722, 12.4600], [7.4019, 13.2223, 18.2269], [7.7075, 11.5893, 17.6507], [8.2337, 12.9292, 16.6033], [9.8339, 13.5837, 18.6445], [9.7069, 10.7681, 19.5858], [8.2534, 11.7418, 19.9523], [9.8900, 12.3157, 20.4630], [11.6991, 11.1561, 19.3450], [14.0111, 10.7992, 17.3517], [14.0549, 10.5578, 19.1047], [13.8185, 12.1783, 18.4861], [12.0243, 9.0132, 17.0933], [10.7867, 9.0039, 18.4127], [12.5380, 8.8808, 18.7518], [9.0649, 9.9735, 17.5234], [6.9484, 8.2611, 16.7108], [8.5132, 7.4000, 16.8626], [7.5550, 7.2902, 15.3981], [8.2663, 8.6188, 13.4758], [9.6912, 10.4319, 12.5877], [12.9104, 10.5272, 13.7293], [13.6580, 10.0320, 12.1492], [12.0471, 9.3953, 12.6162], [13.0282, 11.0230, 10.1360], [12.7853, 12.0687, 8.1491], [12.4363, 13.8793, 8.2202], [11.1471, 12.7022, 7.7898], [10.2975, 14.2756, 9.9458], [8.7510, 14.5278, 11.7367], [10.0019, 15.3604, 12.7079], [9.1490, 13.8897, 13.3422], [11.0127, 14.8356, 15.0380], [10.8891, 13.1650, 14.5929], [10.3115, 15.1329, 15.6584], [13.5896, 13.6879, 15.1794], [14.5033, 13.4572, 14.8559], [12.9876, 13.0320, 14.7835], [14.6781, 19.0826, 15.5924], [13.7561, 18.3723, 15.3241], [15.8152, 13.7037, 9.4890], [15.5229, 13.5784, 10.9462], [16.1129, 14.7197, 11.7512], [15.1816, 15.9530, 12.1380], [14.0662, 15.5114, 13.0807], [14.0582, 16.7453, 10.1547], [16.0393, 17.0352, 12.8723], [17.5066, 16.9524, 13.1252], [18.3385, 17.4329, 11.9683], [15.6391, 12.6965, 9.0345], [16.8021, 14.0518, 9.2578], [15.0668, 14.3616, 9.0329], [15.9950, 12.6660, 11.3779], [14.4601, 13.5729, 11.2098], [17.7411, 15.8812, 13.3570], [17.6359, 17.5600, 14.0404], [18.0531, 16.9256, 11.0254], [19.3725, 17.2000, 12.1447], [18.2310, 18.5112, 11.8680], [16.6210, 14.6204, 17.5371], [15.2555, 15.3705, 17.1437], [14.2639, 15.9646, 16.8348], [13.1878, 15.4057, 21.9505], [12.6474, 16.6945, 21.9311], [12.2027, 17.2665, 20.7386], [12.2790, 16.5719, 19.5109], [12.5808, 15.2102, 19.5940], [13.0520, 14.6404, 20.7844], [11.7944, 17.3829, 17.8804], [9.8524, 17.5365, 17.9146], [9.1757, 16.7144, 18.8039], [7.7586, 16.7378, 18.8498], [7.0193, 17.4762, 17.9199], [7.7091, 18.2574, 17.0006], [9.1059, 18.3207, 16.9951], [12.4486, 19.2037, 18.2908], [11.8922, 20.3681, 17.7529], [12.5665, 21.5896, 17.7394], [13.8399, 21.7262, 18.3452], [14.3752, 20.5638, 18.9680], [13.7351, 19.3456, 18.8757], [13.7297, 15.0093, 22.8065], [12.6051, 17.2449, 22.8594], [11.8729, 18.3515, 20.7702], [12.4764, 14.6077, 18.6901], [13.3519, 13.6075, 20.7310], [9.7144, 16.0548, 19.5115], [7.2452, 16.1127, 19.5745], [5.9263, 17.4753, 17.9072], [7.1714, 18.8384, 16.2608], [9.5916, 19.0005, 16.2904], [10.8797, 20.3864, 17.3373], [12.1032, 22.4092, 17.1765], [14.3506, 22.6862, 18.3415], [15.2828, 20.6162, 19.5529], [14.2513, 18.5011, 19.3706], [11.2273, 17.7455, 13.9540], [12.6191, 18.9399, 14.4187], [12.0441, 19.7521, 14.9015], [13.0793, 19.2973, 13.4541]]
}


Record 4
{
  "formula": "C3H7N",
  "method": "the ωB97M-V functional and the def2-TZVPD basis",
  "lumo_ev": 0.9001,
  "total_energy_ev": -4712.0346,
  "smiles": "C=C.C=N",
  "orbital_gap_ev": 10.673,
  "de_lowest_ev": 2.1225,
  "species": ["C", "C", "H", "H", "H", "H", "C", "N", "H", "H", "H"],
  "coordinates": [[0.8865, -1.8622, -2.3538], [1.9755, -1.3539, -2.9213], [0.6943, -1.4789, -1.3509], [0.2513, -2.5933, -2.8361], [2.7692, -0.8535, -2.3796], [1.9395, -1.1958, -4.0033], [-1.8960, 1.9298, 2.8725], [-1.7193, 2.1623, 4.0996], [-1.2593, 1.3685, 2.1599], [-2.8942, 1.9720, 2.4172], [-0.7475, 1.9051, 4.2957]]
}


Record 5
{
  "formula": "C23H32ClF9NO12",
  "method": "the ωB97M-V functional and the def2-TZVPD basis",
  "lumo_ev": -4.5634,
  "charge": 1,
  "total_energy_ev": -87402.5744,
  "orbital_gap_ev": 7.814,
  "species": ["F", "C", "F", "F", "C", "F", "F", "C", "F", "F", "C", "F", "F", "C", "C", "C", "C", "C", "N", "Cl", "C", "C", "H", "H", "H", "H", "H", "H", "H", "H", "C", "O", "C", "O", "O", "C", "H", "H", "H", "H", "H", "H", "C", "O", "C", "O", "O", "C", "H", "H", "H", "H", "H", "H", "C", "O", "C", "O", "O", "C", "H", "H", "H", "H", "H", "H", "C", "O", "C", "O", "O", "C", "H", "H", "H", "H", "H", "H"],
  "coordinates": [[3.7682, -2.7835, 0.3603], [3.1914, -1.9627, -0.5288], [4.0766, -1.6446, -1.4491], [2.1633, -2.6466, -1.0530], [2.6382, -0.7339, 0.2676], [3.5432, -0.4575, 1.2199], [1.5111, -1.1148, 0.8957], [2.4588, 0.5775, -0.5364], [3.6181, 1.0270, -0.9859], [2.0155, 1.5040, 0.3662], [1.3857, 0.5305, -1.6482], [1.6768, -0.4208, -2.5540], [1.5151, 1.7079, -2.3204], [-0.0528, 0.4605, -1.1398], [-0.9333, -0.5932, -1.8593], [-1.9577, -1.1187, -0.8748], [-2.6975, -0.2468, -0.0942], [-3.5774, -0.7279, 0.8021], [-3.7164, -2.0467, 0.9250], [-4.8076, -2.6239, 2.0999], [-3.0435, -2.9074, 0.1745], [-2.1538, -2.4700, -0.7351], [-0.5012, 1.4363, -1.3137], [-0.1168, 0.3119, -0.0656], [-1.4939, -0.1342, -2.6725], [-0.3791, -1.4627, -2.2020], [-2.5257, 0.8104, -0.2169], [-4.1267, -0.0402, 1.4246], [-3.2014, -3.9637, 0.3260], [-1.6031, -3.1806, -1.3290], [-0.9578, 8.1277, -0.1603], [0.2026, 7.3290, -0.4146], [0.0741, 6.0491, -0.0911], [-0.9029, 5.5255, 0.3809], [1.2202, 5.4294, -0.3878], [1.2204, 4.0356, -0.0949], [-0.7161, 9.1405, -0.4680], [-1.8036, 7.7709, -0.7448], [-1.1992, 8.1255, 0.9009], [0.4528, 3.5278, -0.6764], [1.0688, 3.8678, 0.9704], [2.1904, 3.6498, -0.3782], [3.6507, -5.5032, -0.4867], [4.7793, -6.3476, -0.6979], [4.5944, -7.6102, -0.3035], [3.5892, -8.0505, 0.1900], [5.7097, -8.2890, -0.5513], [5.6569, -9.6682, -0.1766], [3.9184, -4.5294, -0.8485], [2.7922, -5.8655, -1.0532], [3.4087, -5.4415, 0.5732], [4.8771, -10.1871, -0.7309], [5.4926, -9.7691, 0.8945], [6.6204, -10.1004, -0.4303], [-1.1512, 4.9558, -6.9383], [0.0485, 4.7021, -6.2050], [0.2358, 5.5166, -5.1648], [-0.5040, 6.4001, -4.8200], [1.3805, 5.1792, -4.5745], [1.7098, 5.9816, -3.4351], [-1.1838, 4.2336, -7.7494], [-2.0262, 4.8195, -6.3046], [-1.1407, 5.9601, -7.3575], [0.9500, 5.8865, -2.6698], [1.8322, 7.0245, -3.7222], [2.6534, 5.6130, -3.0426], [-6.1774, -3.6099, 7.0888], [-5.2821, -2.6680, 7.6833], [-4.6493, -1.8810, 6.8222], [-4.7700, -1.9025, 5.6203], [-3.8596, -1.0638, 7.5116], [-3.1074, -0.1475, 6.7175], [-6.6196, -4.1795, 7.9004], [-6.9678, -3.0972, 6.5431], [-5.6384, -4.2896, 6.4307], [-3.7705, 0.5092, 6.1563], [-2.4393, -0.6819, 6.0433], [-2.5142, 0.4504, 7.4029]]
}


Record 6
{
  "formula": "C14H22ClO2PRe",
  "method": "the ωB97M-V functional and the def2-TZVPD basis",
  "spin_multiplicity": 4,
  "lumo_ev": [-7.8127, -10.8053],
  "s_squared": 3.779,
  "charge": 2,
  "total_energy_ev": -42892.9010,
  "orbital_gap_ev": [6.559, 6.618],
  "de_lowest_ev": 0.0000,
  "species": ["Cl", "C", "C", "C", "H", "C", "C", "H", "H", "H", "C", "Re", "C", "O", "C", "O", "H", "H", "H", "C", "C", "P", "C", "C", "C", "C", "H", "H", "H", "H", "H", "H", "H", "H", "H", "H", "H", "H", "H", "H", "H"],
  "coordinates": [[0.0503, 3.6753, -1.4935], [-2.0695, 0.5086, -2.2783], [-1.1979, -0.6203, -2.0153], [0.0484, -0.3722, -2.6848], [-1.5001, -1.5510, -1.5417], [-0.0440, 0.9021, -3.3649], [-1.3600, 1.4244, -3.1070], [-1.7463, 2.3291, -3.5490], [-3.1126, 0.5876, -1.9819], [0.8971, -1.0437, -2.7532], [1.0131, 1.5117, -4.2343], [-0.2198, 1.1685, -1.1944], [1.7321, 1.5285, -0.9473], [2.8582, 1.8346, -0.8476], [-1.3506, 2.1207, 0.1684], [-1.9944, 2.7267, 0.9331], [2.0015, 1.2406, -3.8416], [0.9152, 2.6053, -4.2317], [0.9441, 1.1517, -5.2740], [2.2639, -2.3445, 1.0837], [0.7659, -2.0861, 1.1450], [0.0739, -0.4193, 0.7989], [-1.7052, -0.8664, 1.1671], [-2.1059, -1.0484, 2.6189], [0.9392, 0.5494, 2.0995], [0.9198, 0.0699, 3.5469], [2.6394, -2.3197, 0.0531], [2.4271, -3.3581, 1.4739], [2.8396, -1.6511, 1.7097], [0.2194, -2.7862, 0.4946], [0.4119, -2.2661, 2.1706], [-2.3711, -0.1348, 0.6861], [-1.8541, -1.8145, 0.6278], [-1.9733, -0.1381, 3.2140], [-3.1755, -1.2959, 2.6430], [-1.5731, -1.8750, 3.1050], [1.9884, 0.5578, 1.7567], [0.5837, 1.5894, 2.0332], [1.4025, -0.9036, 3.6814], [1.4971, 0.7877, 4.1402], [-0.0784, 0.0253, 3.9899]]
}


Record 7
{
  "formula": "C17H26ClCoO2P2",
  "method": "the ωB97M-V functional and the def2-TZVPD basis",
  "spin_multiplicity": 5,
  "lumo_ev": [-6.3542, -10.0011],
  "s_squared": 6.053,
  "charge": 2,
  "total_energy_ev": -90853.3866,
  "orbital_gap_ev": [8.059, 5.702],
  "species": ["C", "C", "H", "H", "H", "O", "Cl", "Co", "P", "C", "C", "H", "H", "H", "H", "H", "H", "C", "H", "H", "H", "P", "C", "C", "H", "H", "H", "C", "H", "H", "H", "H", "H", "H", "C", "O", "C", "C", "C", "C", "C", "C", "C", "C", "H", "H", "H", "H", "H"],
  "coordinates": [[-1.3368, 5.6302, -2.5135], [-1.3062, 4.2317, -1.9970], [-1.9606, 6.2141, -1.8355], [-1.7758, 5.6649, -3.5144], [-0.3345, 6.0608, -2.5532], [-2.0194, 3.7689, -1.1290], [-0.0360, 3.2339, -2.7853], [-0.1861, -0.0517, 0.3245], [-1.4856, -0.7229, -1.1180], [-2.9353, -1.4590, -0.2739], [-2.1781, 0.6664, -2.0504], [-3.0306, 0.3260, -2.6432], [-1.8702, -2.3227, -2.8755], [-1.3935, 1.0689, -2.6996], [-0.2810, -1.5097, -3.0408], [-3.3522, -0.7273, 0.4285], [-2.4718, 1.4671, -1.3604], [-0.9887, -1.9642, -2.3390], [-3.6850, -1.7408, -1.0174], [-0.4972, -2.7850, -1.8090], [-2.6070, -2.3446, 0.2828], [1.6797, 0.7284, 0.7784], [1.8562, 0.6697, 2.5968], [3.1911, -0.0787, 0.1866], [1.6686, 2.5727, -0.7706], [2.7037, 2.9071, 0.6639], [0.9111, 2.9982, 0.7756], [1.7609, 2.4805, 0.3167], [3.3065, 0.1152, -0.8867], [4.0493, 0.3144, 0.7411], [2.8011, 1.1385, 2.8862], [1.8456, -0.3803, 2.9136], [3.0772, -1.1578, 0.3420], [1.0061, 1.1850, 3.0602], [-1.1779, 0.1354, 1.7617], [-1.7354, 0.0921, 2.7861], [0.5273, -1.7079, 0.3642], [1.0608, -2.7977, 0.6716], [1.3686, -4.0705, 1.2005], [2.6980, -4.4218, 1.5583], [2.9464, -5.6280, 2.2148], [1.8931, -6.5066, 2.5016], [0.5826, -6.1858, 2.1232], [0.3163, -4.9815, 1.4779], [3.5013, -3.7092, 1.3531], [3.9637, -5.8733, 2.5225], [2.0863, -7.4335, 3.0464], [-0.2383, -6.8662, 2.3534], [-0.7061, -4.6891, 1.2135]]
}


Record 8
{
  "formula": "C20H21ClFeN4O5S2Se",
  "method": "the ωB97M-V functional and the def2-TZVPD basis",
  "lumo_ev": [4.1341, 4.1345],
  "charge": -2,
  "total_energy_ev": -171207.7461,
  "orbital_gap_ev": [4.694, 4.695],
  "de_lowest_ev": 0.6005,
  "species": ["Fe", "C", "C", "S", "C", "C", "S", "H", "H", "H", "H", "H", "H", "N", "N", "C", "O", "O", "H", "H", "H", "Se", "N", "C", "C", "C", "C", "C", "C", "N", "H", "H", "H", "H", "C", "C", "C", "C", "Cl", "C", "C", "C", "O", "C", "C", "O", "O", "H", "H", "H", "H", "H", "H", "H", "H"],
  "coordinates": [[-0.8805, -0.5929, 0.2513], [-1.0923, 4.0765, -0.1117], [-1.4088, 2.6076, 0.0606], [-0.2919, 1.7089, 1.0706], [-2.4745, 2.0589, -0.5533], [-3.3986, 2.8585, -1.4439], [-2.8704, 0.3659, -0.3323], [-0.5244, 4.4362, 0.7474], [-1.9903, 4.6897, -0.2183], [-0.4691, 4.2311, -0.9999], [-2.8499, 3.5934, -2.0365], [-4.1644, 3.3978, -0.8699], [-3.9170, 2.1949, -2.1366], [-1.5888, -0.8492, 2.1182], [-0.5341, -1.3393, 2.9177], [0.7286, -1.5174, 2.2912], [1.6918, -1.7081, 3.0374], [0.7146, -1.4996, 1.0162], [-1.7615, 0.1426, 2.2859], [-2.4302, -1.3963, 2.2615], [-0.4825, -0.9864, 3.8584], [-2.6043, -2.1522, -1.9118], [-1.7827, -2.3969, -0.3683], [-2.3527, -3.4504, 0.2308], [-1.9469, -4.0144, 1.4700], [-2.6321, -5.0814, 1.9701], [-3.7290, -5.6553, 1.2647], [-4.1153, -5.1654, 0.0539], [-3.4205, -4.0579, -0.5063], [-3.6728, -3.5404, -1.7158], [-1.1011, -3.5923, 1.9951], [-2.3264, -5.5072, 2.9183], [-4.2515, -6.5038, 1.6914], [-4.9301, -5.6057, -0.5072], [4.2158, 2.6632, -2.6813], [4.0928, 2.3541, -1.2172], [4.4412, 3.2743, -0.2401], [4.2845, 2.9575, 1.0983], [4.7330, 4.1516, 2.3114], [3.7741, 1.7374, 1.4910], [3.4250, 0.8065, 0.5244], [3.5932, 1.1081, -0.8206], [3.3619, 0.2326, -1.8331], [2.2472, -0.6717, -1.7478], [0.9424, -0.0089, -2.2518], [0.9995, 0.5387, -3.3607], [-0.0923, -0.1376, -1.5333], [4.4297, 3.7227, -2.8341], [3.2929, 2.3964, -3.1989], [5.0140, 2.0765, -3.1442], [4.8191, 4.2491, -0.5245], [3.6363, 1.4993, 2.5368], [3.0175, -0.1437, 0.8376], [2.1275, -1.0944, -0.7546], [2.5042, -1.4617, -2.4562]]
}